{
  "formula": "CH4ClO3P",
  "method": "wB97M-V/def2-TZVPD",
  "species": ["H", "H", "H", "O", "H", "O", "O", "P", "C", "Cl"],
  "positions_angstrom": [[-1.107005, 1.962426, 0.792558], [1.342076, -1.287126, -1.060873], [2.370135, 0.373212, -1.186613], [-1.455280, -0.561669, 1.739485], [0.811473, 0.319024, -1.977455], [-1.733455, 1.332745, 0.360556], [0.777960, 0.293404, 0.047278], [-1.170654, -0.092269, 0.156672], [1.350497, -0.146523, -1.082254], [-1.185746, -2.193224, 2.210645]],
  "atomic_forces_ev_per_a": [[-0.61, -0.43, -0.30], [0.60, 1.35, -0.82], [-0.99, -1.36, 0.37], [0.59, -0.43, 0.27], [0.47, -1.21, 0.48], [0.47, 2.44, 0.61], [-4.63, 0.77, 3.59], [3.26, -2.14, -0.75], [0.85, 0.00, -2.82], [-0.02, 1.01, -0.63]],
  "homo_ev": -9.71,
  "smiles": "COP(O)OCl",
  "homo_lumo_gap_ha": 0.33969,
  "lumo_ev": -0.5,
  "de_lowest_kj_mol": 164.9
}



{
  "formula": "CH4ClOP",
  "method": "wB97M-V/def2-TZVPD",
  "species": ["H", "Cl", "C", "P", "H", "O", "H", "H"],
  "positions_angstrom": [[-0.867816, 0.179471, 0.736938], [2.343572, 0.440959, 0.384764], [-0.644717, 0.961921, 0.018208], [0.725891, -0.093722, -0.711134], [-0.533976, 1.999604, 0.447155], [0.082411, -1.862058, 0.245209], [0.333415, -2.508450, -0.426749], [-1.438781, 0.882274, -0.694388]],
  "atomic_forces_ev_per_a": [[-0.59, 0.45, 0.95], [-0.05, -0.01, 0.31], [1.08, -0.68, 0.48], [-1.41, -2.21, 1.00], [0.32, -1.40, -0.57], [1.14, 3.57, -1.58], [0.02, -0.02, 0.00], [-0.51, 0.30, -0.59]],
  "homo_ev": -9.64,
  "smiles": "CP(O)Cl",
  "homo_lumo_gap_ha": 0.35892,
  "lumo_ev": 0.1,
  "de_lowest_kj_mol": 178.2
}



{
  "formula": "CH4ClOP",
  "method": "wB97M-V/def2-TZVPD",
  "species": ["C", "H", "H", "P", "O", "H", "Cl", "H"],
  "positions_angstrom": [[-1.268912, 0.798831, 0.189306], [1.807783, -1.036749, 0.792852], [-1.333999, 1.553321, -0.517793], [0.593018, -1.385346, 0.114968], [0.310667, 0.227020, -0.230921], [0.947661, -1.627995, -1.202957], [-2.468471, -0.441631, -0.092971], [-1.268996, 0.874876, 1.257878]],
  "atomic_forces_ev_per_a": [[3.07, -3.46, -0.06], [-0.52, -0.50, 0.46], [-0.23, 1.65, -0.63], [1.91, 0.43, 0.45], [-3.84, 1.63, 0.94], [-0.46, -0.64, -0.82], [-0.39, -0.09, -0.49], [0.46, 0.98, 0.15]],
  "homo_ev": [-4.93, -10.63],
  "homo_lumo_gap_ha": [0.21411, 0.29263],
  "lumo_ev": [0.9, -2.7],
  "de_lowest_kj_mol": 320.4,
  "multiplicity": 3
}



{
  "formula": "CH4ClP",
  "method": "wB97M-V/def2-TZVPD",
  "species": ["P", "C", "H", "Cl", "H", "H", "H"],
  "positions_angstrom": [[0.192238, 0.549689, 0.118157], [-0.565350, -0.923755, 0.586657], [-1.519547, -1.169256, 0.806755], [-0.178389, -1.833583, -0.992004], [1.444975, 0.150660, -0.147425], [0.090329, 1.324057, -1.170337], [0.535745, 1.902188, 0.798198]],
  "atomic_forces_ev_per_a": [[0.20, 3.04, -0.97], [3.16, 0.54, -1.39], [-3.00, 0.02, 0.83], [-0.13, 0.05, 0.63], [1.39, -0.32, -0.07], [-0.58, -0.96, 0.89], [-1.03, -2.37, 0.07]],
  "homo_ev": -8.09,
  "homo_lumo_gap_ha": 0.30620,
  "lumo_ev": 0.2,
  "de_lowest_kj_mol": 333.9
}